(1)
The following is a DFT calculation (ωB97M-V with the def2-TZVPD basis set) of a 7-piece molecular cluster, C10H16Cl18 overall in a non-equilibrium geometry.

CARTESIAN COORDINATES (ANGSTROEM)
Cl: 3.2167 -1.7524 0.1165
C: 4.7316 -1.8579 1.0558
Cl: 5.1254 -3.5805 1.4495
Cl: 4.6533 -0.9215 2.5524
H: 5.5417 -1.5635 0.4053
Cl: 0.1393 0.2108 1.3712
C: 0.8653 0.9924 -0.0296
Cl: 0.8241 2.7134 0.1112
Cl: 0.0809 0.4049 -1.5370
H: 1.9249 0.7690 -0.0663
Cl: -0.3915 4.8305 3.9777
C: 0.5012 3.3102 4.0263
Cl: -0.3571 2.1060 4.9981
Cl: 2.1145 3.6080 4.7268
H: 0.6077 3.0264 2.9866
Cl: 1.4668 4.6243 -4.1324
C: 0.1613 3.5807 -3.5563
Cl: -0.7152 2.7967 -4.8927
Cl: -0.9092 4.5420 -2.5134
H: 0.6653 2.8173 -2.9789
Cl: -5.0163 0.4769 3.3773
C: -3.9005 1.8723 3.2303
C: -3.2711 1.8497 1.8629
Cl: -2.1020 3.1625 1.6978
H: -3.1732 1.8243 4.0295
H: -4.5280 2.7523 3.3506
H: -4.0326 1.9484 1.0920
H: -2.7521 0.9094 1.6824
Cl: -1.5259 -4.2270 3.0657
C: -0.8640 -3.1250 1.8399
C: -0.4664 -3.9286 0.6069
Cl: -1.7552 -4.8413 -0.2168
H: 0.0462 -2.6503 2.2036
H: -1.6002 -2.3398 1.6887
H: 0.1987 -4.6993 1.0049
H: 0.1478 -3.4671 -0.1639
Cl: 0.1939 -3.5345 -3.3677
C: 0.8243 -2.0409 -4.0890
C: 0.3100 -1.9929 -5.5441
Cl: 0.7215 -0.4239 -6.2900
H: 1.9051 -2.1023 -4.0155
H: 0.4349 -1.1849 -3.5475
H: -0.7712 -2.0625 -5.4806
H: 0.7292 -2.8323 -6.0885

Summary:
SMILES string	ClC(Cl)Cl.ClC(Cl)Cl.ClC(Cl)Cl.ClC(Cl)Cl.ClCCCl.ClCCCl.ClCCCl
charge	0
DFT total energy	-236033.4141	eV
relative energy (zero: lowest compared OMol25 entry of this formula, charge and spin)	0.448	eV

(2)
The following is a DFT calculation (ωB97M-V with the def2-TZVPD basis set) of C10H16Cl3NO4W as an isolated structure in a non-equilibrium geometry.

CARTESIAN COORDINATES (ANGSTROEM)
C: 1.4022 0.3944 -0.3922
C: 0.5433 -0.1543 -1.4148
C: -0.0115 -1.3708 -0.9154
C: 0.3894 0.3345 -2.8104
C: 0.4615 -1.5711 0.4137
C: 1.3396 -0.4943 0.7447
C: 2.1353 -0.3608 1.9997
C: 2.2512 1.6107 -0.5215
C: -0.8678 -2.3084 -1.6905
C: 0.1933 -2.7888 1.2278
W: -0.7550 0.6626 0.3823
Cl: -3.3317 2.0260 -3.6940
Cl: -1.1020 2.3658 -0.9400
Cl: -2.8261 -0.3348 -0.2025
H: 0.7068 1.3801 -2.8898
H: -0.6600 0.2779 -3.1349
H: 1.0063 -0.2763 -3.4895
H: -1.5344 -1.7659 -2.3747
H: -1.4864 -2.9200 -1.0190
H: -0.2447 -2.9925 -2.2916
H: -0.8597 -3.0957 1.1484
H: 0.4338 -2.6097 2.2831
H: 0.8184 -3.6234 0.8657
H: 1.5838 -0.7755 2.8561
H: 2.3718 0.6929 2.2039
H: 3.0807 -0.9177 1.8963
H: 1.7540 2.3742 -1.1341
H: 3.2048 1.3396 -0.9997
H: 2.4627 2.0411 0.4665
O: 0.1915 1.9948 1.7700
H: -0.2876 1.7531 2.6207
O: -2.5813 3.0341 3.1831
N: -3.0997 2.3539 2.3163
O: -4.2924 2.2233 1.9184
O: -2.3901 1.5012 1.6180

Summary:
<S²>	2.013
2S+1	3
charge	-2
DFT total energy	-59702.2099	eV
relative energy (zero: lowest compared OMol25 entry of this formula, charge and spin)	1.765	eV

(3)
The following is a DFT calculation (ωB97M-V with the def2-TZVPD basis set) of a 3-piece molecular cluster, C10H16FN3O6S overall in a non-equilibrium geometry.

CARTESIAN COORDINATES (ANGSTROEM)
C: 1.7922 0.0635 0.9693
C: 0.9199 1.0856 0.1592
C: 1.3812 1.7913 -1.0171
C: 0.3972 2.7184 -1.6775
C: -0.9562 2.9104 -1.1939
C: -1.3674 2.1812 0.0092
C: -2.8285 2.3254 0.6208
N: -3.8569 1.4268 0.0208
S: -3.5431 -0.1916 0.3152
O: -2.5357 -0.7041 -0.5624
O: -3.1519 -0.4371 1.6870
F: -4.9069 -1.0282 -0.0301
C: -0.4447 1.2961 0.6727
H: 2.8355 -0.0012 0.5804
H: 1.3187 -0.9399 0.7750
H: 1.7217 0.2985 2.0532
H: 2.4116 1.6706 -1.4036
H: 0.7054 3.2783 -2.5923
H: -1.6597 3.5854 -1.7213
H: -2.7757 2.2486 1.7365
H: -3.1375 3.3690 0.3381
H: -4.8151 1.6889 0.2604
H: -0.7798 0.7636 1.5944
C: -0.5526 -1.3312 -3.4014
N: 0.8393 -0.9130 -3.6362
O: 1.7246 -1.6471 -3.2335
O: 0.9983 0.1413 -4.2092
H: -0.5518 -2.2810 -2.8752
H: -1.0108 -0.5523 -2.7941
H: -1.0462 -1.4269 -4.3659
C: 2.9158 -3.5806 3.1124
N: 3.7146 -2.3809 3.4815
O: 3.1459 -1.3053 3.4745
O: 4.8821 -2.5649 3.7638
H: 1.9004 -3.2678 2.8870
H: 3.3844 -4.0305 2.2402
H: 2.9318 -4.2590 3.9623

Summary:
SMILES string	Cc1cccc(CNS(=O)(=O)F)c1.C[N+](=O)[O-].C[N+](=O)[O-]
charge	0
DFT total energy	-40930.1706	eV